Record 1
The following is a quantum chemistry calculation of a 2-piece molecular cluster, C5H6O2 overall at a distorted geometry, from the OMol25 dataset.

Structure (XYZ):
```
13
Properties=species:S:1:pos:R:3:forces:R:3:mulliken_charge:R:1
C 2.053783 -1.052003 0.514196 -1.2 -0.4 -0.2 -0.473
C 1.924616 -0.248991 -0.535601 -0.2 0.1 -0.2 -0.508
C 0.992711 0.042105 -1.408883 0.2 0.2 -1.2 0.900
O 0.413161 0.344946 -2.380772 0.2 -0.1 0.8 -0.399
H 0.980051 -1.492318 0.849736 3.1 0.5 0.2 0.302
H 3.119797 -1.202432 0.821924 -1.4 -0.4 0.5 0.277
C -1.777624 0.870512 -0.035122 0.0 0.0 -0.1 -0.992
C -0.807498 0.028971 0.743558 -0.5 -0.4 0.4 0.059
O -0.813397 -1.187397 0.782126 -0.4 0.8 -0.1 -0.554
H -2.357167 1.525764 0.628136 0.2 -0.2 0.0 0.360
H -2.454830 0.253996 -0.628221 0.1 0.0 0.1 0.294
H -1.208295 1.527511 -0.699188 -0.1 0.0 0.0 0.259
H -0.065303 0.589332 1.348113 -0.1 0.0 -0.1 0.473
```
Forces are in eV/Å.

Properties
Lowest unoccupied orbital energy = -0.46 eV
Energy relative to the best compared isomer or geometry (same formula, charge and spin) = 336.4 kJ/mol
Charge = 0
SMILES = C=C=C=O.CC=O
Maximum force = 0.061 Eh/bohr
Kohn-Sham gap = 0.309 Eh


Record 2
The following is a quantum chemistry calculation of C34H73F18N8O26S6 as an isolated structure at a distorted geometry, from the OMol25 dataset.

Structure (XYZ):
```
165
Properties=species:S:1:pos:R:3:forces:R:3:mulliken_charge:R:1
C -3.675017 2.020187 5.425817 -0.5 -0.7 -1.5 -0.951
N -3.761057 2.392927 3.887017 0.5 1.4 2.6 0.339
C -5.186397 2.633337 3.441537 0.7 -1.3 -0.1 -0.722
C -3.062817 3.734157 3.858247 0.4 -0.8 -1.0 -0.998
C -3.059817 1.396627 2.952597 -0.4 -0.5 1.4 0.095
C -3.496097 -0.091373 3.233667 1.4 0.1 -2.2 0.612
O -4.668607 -0.458943 2.568407 -1.3 1.4 0.5 -0.626
H -2.649037 1.996837 5.793147 0.1 -0.1 -0.6 0.328
H -4.123407 1.032137 5.529777 0.1 0.2 0.2 0.415
H -4.220267 2.752137 6.021657 -0.2 0.1 -0.5 0.391
H -5.662937 3.464657 3.961077 0.3 -0.1 0.1 0.319
H -5.670097 1.670847 3.608117 -0.4 0.2 -0.1 0.365
H -5.093907 2.811727 2.370217 -0.4 0.3 0.0 0.296
H -3.206907 4.061437 2.828577 0.1 0.7 0.2 0.331
H -2.000897 3.574487 4.045147 0.0 -0.1 -0.1 0.405
H -3.445307 4.387417 4.642497 -0.3 0.0 -0.4 0.370
H -1.990357 1.563947 3.080567 0.1 -0.5 0.6 0.024
H -3.215857 1.754957 1.935067 -0.7 -0.2 0.0 -0.028
H -3.424297 -0.453573 4.259217 0.0 0.5 0.1 0.462
H -2.773807 -0.664073 2.651927 1.1 0.1 0.6 -0.768
H -4.539827 -1.352623 2.242287 -0.2 -1.0 -0.1 0.463
C 1.342323 -5.032843 0.384667 -0.4 -1.1 0.7 -1.265
N 2.032173 -5.675593 1.621437 -0.4 1.8 -0.4 0.450
C 1.720213 -7.223033 1.602777 0.8 1.2 0.5 -0.804
C 3.533563 -5.333763 1.527807 -0.8 -1.5 -0.8 -0.709
C 1.597543 -4.914203 2.931557 -1.4 -0.4 -1.1 -0.234
C 0.076923 -4.595013 2.972047 1.1 0.5 1.5 -0.270
O -0.647057 -5.734253 2.970857 0.1 -2.7 -0.5 -0.618
H 1.490953 -3.954213 0.333897 0.3 -0.2 0.3 0.036
H 0.281343 -5.266623 0.472817 0.0 0.2 0.2 0.523
H 1.678193 -5.516083 -0.532813 0.4 0.1 0.3 0.824
H 2.106133 -7.601853 0.656387 0.2 0.1 0.2 0.370
H 0.680323 -7.529093 1.717067 -0.2 1.1 -0.2 0.227
H 2.193933 -7.648803 2.487317 0.5 0.0 -0.3 0.363
H 3.742613 -4.264353 1.555197 -0.6 0.0 0.6 0.057
H 3.881323 -5.581753 0.524977 0.1 -0.6 0.1 0.349
H 3.969343 -5.937583 2.323797 0.5 0.4 -0.1 0.439
H 2.120043 -3.962903 3.032147 0.2 -0.1 -0.6 -0.100
H 1.952643 -5.518443 3.766357 -0.4 -0.3 0.0 0.473
H -0.310307 -3.878853 2.247297 0.6 0.3 -0.2 -0.093
H -0.051957 -4.193523 3.977177 0.2 1.0 0.1 0.590
H -1.574677 -5.536603 2.822337 -1.3 0.3 -0.3 0.612
C -2.286257 -0.341003 -0.842573 1.7 -0.9 -0.1 -0.505
N -0.946107 -1.085893 -1.163823 0.3 0.4 2.0 0.733
C -1.139987 -2.622223 -0.767033 0.3 1.5 -0.8 0.383
C -0.674317 -0.874993 -2.677863 -0.8 -0.5 1.2 -0.306
C 0.286793 -0.444463 -0.413193 0.5 -0.1 -0.9 1.110
C 0.256903 -0.086733 1.060327 -1.2 -1.8 -0.1 0.375
O -0.003507 -1.288103 1.808357 -0.1 0.1 -1.4 2.101
H -2.933077 -0.651703 -1.663063 -0.3 0.4 0.3 0.575
H -2.066067 0.725737 -0.801753 -0.1 0.0 -0.5 0.119
H -2.643697 -0.639643 0.142897 0.0 -0.3 -0.2 -0.021
H -0.157387 -3.088133 -0.841373 -0.2 0.1 -0.4 -0.665
H -1.875137 -3.014243 -1.469863 0.3 0.0 0.0 0.581
H -1.516337 -2.792333 0.241687 0.0 0.8 0.0 -0.318
H -0.787137 0.173967 -2.951833 -0.2 0.0 0.4 -0.149
H -1.503637 -1.436913 -3.107493 0.6 0.0 -0.6 0.497
H 0.340303 -1.152133 -2.963933 -0.3 -0.7 0.2 0.084
H 0.443853 0.500267 -0.933693 0.0 0.0 -0.2 -0.065
H 1.151633 -1.073743 -0.623323 -0.3 -0.2 -0.2 -1.213
H -0.542007 0.654687 1.072547 -0.1 0.3 1.1 -0.409
H 1.204073 0.285687 1.450547 -0.1 0.6 -0.8 -0.566
H -0.106337 -1.028923 2.726967 -0.2 0.5 1.2 -0.811
C -0.570277 5.904227 -4.959083 0.0 -0.9 0.7 -0.780
N -1.514587 5.620267 -3.814243 -0.3 -0.4 0.6 0.265
C -1.726887 6.987937 -3.083953 0.2 -1.4 -0.6 -0.768
C -2.848387 5.129357 -4.374903 0.7 1.6 -0.5 -0.819
C -1.005157 4.525257 -2.832813 -0.4 -0.4 0.5 -1.365
C -1.217637 3.051577 -3.267513 0.3 0.3 -1.5 0.883
O -0.647357 2.776617 -4.552603 0.5 2.2 0.9 -0.560
H -1.007757 6.634207 -5.640143 0.1 0.3 0.4 0.376
H -0.380817 5.007047 -5.548383 0.0 -0.2 0.4 0.198
H 0.334013 6.204027 -4.429493 0.2 0.3 -0.7 0.395
H -0.775367 7.342317 -2.687563 0.0 -0.4 0.2 0.307
H -2.486947 6.812957 -2.322513 0.0 0.1 0.1 0.325
H -2.017077 7.713707 -3.843643 -0.3 -0.2 0.0 0.375
H -2.637337 4.320627 -5.074553 -0.1 -0.1 0.4 0.407
H -3.124777 6.013037 -4.950073 -0.6 -0.2 -0.2 0.467
H -3.605117 4.961527 -3.608563 0.4 -0.2 0.3 0.139
H -1.591127 4.651957 -1.922483 -0.5 0.1 -0.1 0.279
H 0.006743 4.686977 -2.461333 0.3 0.4 -0.8 0.536
H -2.278697 2.803737 -3.296263 -0.1 0.1 0.3 0.573
H -0.708937 2.364147 -2.591663 -0.1 0.5 0.8 -0.867
H -1.083437 1.991827 -4.892513 -0.4 -0.8 -0.4 0.628
C 4.238853 -0.999443 5.080277 1.5 1.2 -0.8 -0.923
N 4.238193 -0.165473 3.728987 -1.8 -2.3 -0.8 0.739
C 3.851153 -1.222903 2.617307 0.5 0.2 1.2 -0.872
C 3.070933 0.791697 3.760227 0.8 0.4 1.1 -0.366
C 5.566013 0.533197 3.326747 -0.6 -1.4 0.5 -0.514
C 6.481393 0.927517 4.515377 -2.0 1.2 -0.2 -0.515
O 7.681923 1.465997 4.078437 0.5 -0.2 -0.3 -0.508
H 4.160143 -0.265253 5.882067 -0.3 -0.1 0.0 0.412
H 5.225053 -1.454603 5.171547 0.0 0.0 -0.2 0.397
H 3.508943 -1.803413 5.175007 -0.5 0.7 -0.6 0.122
H 2.862033 -1.616733 2.851067 0.0 0.1 0.4 -0.107
H 4.616503 -1.984983 2.764167 -0.1 -0.2 -0.5 0.892
H 3.761213 -0.865413 1.591527 0.6 0.7 0.3 0.215
H 2.166253 0.290337 4.104127 0.0 -0.2 -0.3 -0.112
H 2.945253 1.300177 2.804317 0.2 -0.2 0.1 -0.044
H 3.355413 1.490717 4.546707 -0.3 0.5 -0.2 0.561
H 5.235813 1.367377 2.707697 0.3 0.2 0.2 0.208
H 6.056323 -0.190753 2.675897 0.2 0.0 0.0 0.484
H 6.553173 0.193437 5.317927 0.3 -0.4 -0.3 0.303
H 5.948803 1.772707 4.951367 0.1 0.1 0.4 0.339
H 8.105073 0.844277 3.481767 0.2 -0.1 -0.1 0.336
O 1.034913 -1.725493 5.316527 2.0 -0.1 -0.3 -0.253
C -0.112327 -1.031753 5.200577 -1.9 0.6 -1.9 0.342
O -0.977657 -1.365393 5.947777 -2.7 -1.8 4.5 -0.830
O -0.359747 -0.255823 4.292987 2.0 2.5 -3.3 -0.599
H 0.655153 -2.204513 6.056747 0.7 -1.2 0.8 0.198
O -3.758517 3.291917 -1.268833 1.0 -0.9 -1.2 -0.039
C -4.285127 4.335487 -0.609763 -0.1 3.7 -1.2 0.483
O -4.731027 4.136817 0.478657 -1.5 -2.5 5.0 -0.710
O -4.291037 5.484557 -1.089303 1.1 0.3 -2.5 -0.774
H -3.798377 2.625627 -0.578843 -0.1 -0.6 -0.1 0.081
O -3.906037 -4.513013 0.254237 -0.3 0.6 -1.6 -0.453
C -3.811997 -4.190513 1.556457 0.3 -0.6 2.2 0.821
O -3.210347 -5.054883 2.245277 1.0 -0.6 0.3 -0.912
O -4.331157 -3.171683 2.003447 -0.3 1.2 -0.7 -0.834
H -3.400397 -5.327153 0.198547 0.0 -0.3 -0.1 0.285
C -4.246777 1.241077 -6.590403 1.3 -1.5 0.5 0.640
F -3.416367 1.590317 -7.613083 -1.6 -0.2 0.9 -0.215
F -4.628327 2.287257 -5.897813 0.2 1.1 0.0 -0.199
F -5.360397 0.621957 -6.984373 0.6 0.2 -0.6 -0.211
S -3.291637 0.047547 -5.394023 0.0 0.9 0.6 0.780
O -3.722547 0.425577 -4.045083 0.4 -0.4 -1.6 -0.522
O -3.591787 -1.283313 -5.899943 0.6 1.6 0.9 -0.562
N -1.674147 0.652837 -5.550083 -2.8 -2.0 0.7 -0.554
S -0.903157 -0.509773 -6.298453 1.8 -2.1 -3.3 0.460
O -0.572107 -1.728853 -5.544483 -0.4 2.2 -0.5 -0.370
O -1.518657 -0.704183 -7.617033 1.1 0.0 1.1 -0.642
C 0.843003 0.368817 -6.690273 -3.6 -1.7 0.0 0.681
F 1.334413 0.653647 -5.529693 1.6 0.4 1.2 -0.176
F 1.603113 -0.491253 -7.373703 -0.2 1.0 0.2 -0.212
F 0.587823 1.495937 -7.350983 0.6 -0.2 -0.4 -0.228
C 3.641003 -2.207693 -1.598673 1.6 0.5 -1.8 0.198
F 3.371443 -2.220563 -0.290013 -0.8 -0.3 -0.4 0.099
F 2.934613 -1.255043 -2.251273 0.5 -0.8 1.0 -0.070
F 4.967363 -1.843703 -1.658653 -1.3 -0.6 -0.3 -0.286
S 3.386303 -3.925243 -2.548793 -0.2 0.1 0.8 0.917
O 4.077963 -3.939563 -3.838153 -1.7 1.1 1.9 -0.567
O 3.902273 -4.930783 -1.636613 -0.4 0.7 0.3 -0.755
N 1.614673 -3.821373 -2.394143 3.5 0.4 0.6 -0.132
S 1.211953 -4.717463 -3.604163 -1.2 -2.3 -3.6 0.788
O 1.398883 -4.009803 -4.852213 -0.4 -0.8 0.5 -0.522
O 1.745883 -6.100943 -3.517733 -1.1 2.0 0.2 -0.721
C -0.727587 -4.907383 -3.467553 2.2 -1.0 -0.4 0.574
F -1.129657 -5.851193 -4.374803 0.3 1.3 1.4 -0.237
F -0.911917 -5.374113 -2.205633 -0.9 0.2 -0.6 -0.221
F -1.356147 -3.770193 -3.687103 -0.2 -0.6 0.3 -0.081
C 1.286853 5.400327 0.854587 0.5 0.1 -1.2 0.500
F 2.345683 5.528207 -0.001513 -1.1 0.1 1.0 -0.212
F 1.385613 6.346627 1.816617 -0.3 -1.3 -1.0 -0.188
F 0.165923 5.607527 0.109797 0.9 -0.1 1.0 -0.199
S 1.298743 3.602587 1.528867 -1.9 -1.0 0.6 0.456
O 2.341343 3.578227 2.548927 -0.9 0.0 -1.4 -0.554
O -0.067647 3.359507 2.027247 2.0 0.5 -1.3 -0.167
N 1.542913 2.614667 0.117647 -2.6 3.5 3.4 -0.326
S 3.040633 2.394017 -0.079473 4.0 -2.0 -1.1 0.614
O 4.010733 3.334387 0.455747 -0.7 -0.5 -0.6 -0.540
O 3.326323 0.981157 0.226527 0.1 0.9 -0.5 -0.659
C 3.196363 2.587437 -2.005163 -0.8 -0.9 2.1 0.371
F 4.162483 1.817547 -2.422753 0.8 -0.6 -0.4 -0.225
F 2.060543 2.227977 -2.606993 0.0 0.2 -0.1 -0.004
F 3.484763 3.834247 -2.262113 0.0 1.0 -0.5 -0.239
```
Forces are in eV/Å.

Properties
Lowest unoccupied orbital energy = 0.85 eV
Charge = -1
Maximum force = 0.113 Eh/bohr
Kohn-Sham gap = 0.252 Eh


Record 3
The following is a quantum chemistry calculation of a single C4H7OPS2 molecule at a distorted geometry, from the OMol25 dataset.

Structure (XYZ):
```
15
Properties=species:S:1:pos:R:3:forces:R:3:mulliken_charge:R:1
C -1.469835 -0.523870 -0.526434 0.1 0.9 1.7 0.751
C 0.564567 1.153262 0.307789 -0.7 0.0 1.4 -0.659
C 2.055692 1.516501 0.518448 -0.3 0.6 -3.0 -0.635
C -2.379020 -1.683427 -0.200278 0.2 -1.4 -0.4 -1.003
O -1.655044 0.426972 -1.206597 -0.7 0.2 -0.7 -0.464
P 2.584288 -1.335595 -0.002755 -0.4 0.2 -0.2 -0.063
S 0.160892 -0.616148 0.412120 0.3 -1.1 0.5 -0.196
S 2.842303 0.483385 -0.832244 0.2 0.1 0.5 -0.157
H -0.247624 1.490988 1.009767 1.3 0.6 -0.4 0.428
H 0.225938 1.347030 -0.688721 0.1 0.8 -0.6 0.423
H 2.393889 2.559453 0.290770 -1.2 -0.5 -0.1 0.333
H 2.575189 1.304104 1.387865 0.3 -1.0 2.0 0.344
H -3.451112 -1.737070 0.169640 1.1 1.4 -0.9 0.329
H -2.325380 -2.122879 -1.237827 -0.3 -0.6 1.2 0.264
H -1.874738 -2.262713 0.598464 0.1 -0.2 -1.0 0.305
```
Forces are in eV/Å.

Properties
Lowest unoccupied orbital energy = -0.49 eV
Energy relative to the best compared isomer or geometry (same formula, charge and spin) = 273.5 kJ/mol
Charge = 0
Maximum force = 0.060 Eh/bohr
Kohn-Sham gap = 0.242 Eh


Record 4
The following is a quantum chemistry calculation of a 2-piece molecular cluster, C2H9NO2 overall at a distorted geometry, from the OMol25 dataset.

Structure (XYZ):
```
14
Properties=species:S:1:pos:R:3:forces:R:3:mulliken_charge:R:1
C 0.668034 -0.875927 -1.317808 -1.1 -1.2 1.2 -0.830
N 1.204194 -0.314787 -0.084007 0.2 -0.5 -0.3 -0.318
C 0.578124 -0.611809 1.155376 0.2 1.1 0.2 -0.352
O -0.674014 0.079162 1.285924 -1.1 0.6 0.2 -0.558
H -0.425081 -1.014772 -1.263655 0.0 0.5 -0.1 0.283
H 0.993273 -1.923195 -1.373888 0.5 0.3 -0.6 0.278
H 0.900269 -0.272068 -2.183669 0.3 -0.1 -0.1 0.337
H 1.426785 0.649000 -0.191922 0.1 0.6 0.2 0.243
H 0.366167 -1.667516 1.254977 0.2 -0.3 -0.1 0.291
H 1.249685 -0.268693 1.941834 0.0 -0.2 0.2 0.338
H -0.885874 0.561055 2.116046 0.8 -0.8 -0.7 0.303
O -2.009220 2.156935 -0.231932 1.2 -0.4 1.1 -0.667
H -2.122094 1.948982 -1.144398 -0.3 -0.1 -1.1 0.300
H -1.270248 1.553632 0.037119 -0.9 0.5 0.0 0.353
```
Forces are in eV/Å.

Properties
Lowest unoccupied orbital energy = 0.79 eV
Energy relative to the best compared isomer or geometry (same formula, charge and spin) = 33.5 kJ/mol
Charge = 0
SMILES = CNCO.O
Maximum force = 0.040 Eh/bohr
Kohn-Sham gap = 0.366 Eh


The highest lowest unoccupied orbital energy belongs to which entry? C34H73F18N8O26S6


maximum force of number 1 (C5H6O2)? 0.061 Eh/bohr


Number 4 is which compound? C2H9NO2